This record from the OMol25 dataset describes a 2-piece molecular cluster, C17H21FN overall. The level of theory is ωB97M-V with the def2-TZVPD basis set.

XYZ file:
```
40
Properties=species:S:1:pos:R:3:nbo_charge:R:1
F -5.11730 -1.85656 -0.62198 -0.316
C -3.88819 -1.45476 -0.15124 0.412
C -3.84713 -0.38171 0.74086 -0.253
C -2.61737 -0.07806 1.31782 -0.211
C -1.46234 -0.79661 0.99437 -0.066
C -0.14847 -0.23960 1.59683 -0.089
C 1.10730 -1.11959 1.56416 -0.064
C 1.83931 -1.26055 2.76409 -0.152
C 2.72284 -2.33014 2.91859 -0.219
C 2.94087 -3.21650 1.85712 -0.192
C 2.42276 -2.89334 0.59730 -0.202
C 1.53904 -1.81809 0.43803 -0.226
C -1.53085 -1.83218 0.06286 -0.183
C -2.74728 -2.13841 -0.56092 -0.261
H -4.72558 0.21299 0.95899 0.246
H -2.55344 0.77903 1.99957 0.206
H -0.36535 -0.12721 2.66698 0.220
H 1.68508 -0.55961 3.59523 0.206
H 3.21831 -2.50978 3.88105 0.231
H 3.51368 -4.13288 1.99275 0.232
H 2.68007 -3.51594 -0.25015 0.227
H 1.15924 -1.57262 -0.56469 0.215
H -0.63155 -2.36743 -0.22495 0.236
H -2.79736 -2.86835 -1.36165 0.248
C 1.41663 2.43035 -0.98536 -0.732
C 1.05265 2.78186 0.41384 0.503
C 2.20228 2.93805 1.35258 -0.725
C -0.04205 3.81138 0.53309 -0.743
N 0.04175 1.05120 1.10475 -0.671
H 0.52134 2.17388 -1.57525 0.235
H 1.93343 3.26865 -1.48847 0.284
H 2.07434 1.54566 -0.98691 0.254
H 1.84929 3.04690 2.38324 0.237
H 2.86895 2.06698 1.33948 0.257
H 2.81734 3.81797 1.10525 0.277
H -0.40435 3.88937 1.56981 0.239
H 0.30902 4.80876 0.22027 0.300
H -0.91440 3.59058 -0.10405 0.246
H -0.40771 1.72143 1.75113 0.394
H -0.48241 1.17721 0.22797 0.399
```

Values from the calculation:
Relative energy (zero: lowest compared OMol25 entry of this formula, charge and spin) in eV: 0.551
Charge: +1

=====

This record from the OMol25 dataset describes a 3-piece molecular cluster, C17H21N2O6PS overall. The level of theory is ωB97M-V with the def2-TZVPD basis set.

XYZ file:
```
48
Properties=species:S:1:pos:R:3:nbo_charge:R:1
C 0.37508 -0.83198 -0.46645 -0.622
C 0.03072 -0.89233 -2.03023 -0.711
P -1.13456 0.39022 -2.68686 0.616
C -0.70986 2.16157 -2.31533 -0.720
C 0.31783 2.42687 -1.14438 -0.621
S -3.17907 -0.09430 -2.46328 0.153
C -3.91480 0.72922 -0.93177 0.639
O -4.04185 1.95355 -0.89077 -0.650
O -4.24176 -0.07939 0.01609 -0.667
H 1.39963 -0.36936 -0.31575 0.221
H -0.35306 -0.12213 0.01830 0.212
H 0.32817 -1.84189 0.00668 0.226
H 0.98794 -0.84770 -2.63241 0.262
H -0.39210 -1.92634 -2.22981 0.268
H -0.26516 2.60904 -3.25616 0.242
H -1.64158 2.76649 -2.09162 0.279
H -0.15830 2.46290 -0.11852 0.221
H 0.73079 3.47452 -1.30610 0.216
H 1.20527 1.74648 -1.11864 0.230
H -3.81154 0.47134 -3.56647 0.190
C 1.64646 6.07784 3.91702 -0.175
C 2.95702 6.16716 3.46219 -0.211
C 3.43808 5.24504 2.54289 -0.208
C 2.59579 4.24047 2.08299 0.080
C 1.28693 4.13930 2.53785 -0.205
C 0.81383 5.06346 3.45930 -0.208
N 3.09190 3.27964 1.09329 0.518
O 4.24982 3.38530 0.72920 -0.372
O 2.31464 2.43145 0.68723 -0.384
H 1.27188 6.80311 4.63111 0.221
H 3.60311 6.95881 3.82290 0.224
H 4.46044 5.32364 2.19502 0.249
H 0.62882 3.35473 2.18541 0.249
H -0.20614 4.99581 3.81866 0.228
C -2.22813 -7.24913 -0.71506 -0.172
C -1.71154 -6.64196 -1.85367 -0.210
C -0.80056 -5.60178 -1.73380 -0.207
C -0.41100 -5.18120 -0.46794 0.084
C -0.92791 -5.77740 0.67527 -0.202
C -1.84065 -6.81521 0.54725 -0.207
N 0.56927 -4.10003 -0.33700 0.514
O 0.98920 -3.58495 -1.36332 -0.390
O 0.91302 -3.77872 0.78643 -0.366
H -2.93565 -8.06534 -0.81200 0.222
H -2.01758 -6.98253 -2.83578 0.225
H -0.40418 -5.13575 -2.62729 0.246
H -0.63046 -5.44906 1.66335 0.251
H -2.24825 -7.28948 1.43201 0.226
```

Values from the calculation:
Charge: 0

=====

This record from the OMol25 dataset describes C17H21N3O3S as an isolated structure. The level of theory is ωB97M-V with the def2-TZVPD basis set.

XYZ file:
```
45
Properties=species:S:1:pos:R:3:nbo_charge:R:1
O -1.94000 0.20096 0.47277 -0.586
O -3.25980 -1.22685 -4.48394 -0.928
O -1.13769 -2.57705 -4.69802 -0.934
N 0.72389 1.06701 -3.24834 -0.225
C -0.99172 -0.50960 0.73944 0.702
C -0.04390 0.12910 -3.49578 0.125
C 0.05998 0.17720 -1.29648 0.328
C -0.52092 -0.43326 -2.31005 -0.146
C -1.54509 -0.58507 6.00120 -0.195
C -0.29695 -0.46926 5.27847 -0.212
C -2.64202 -1.05586 5.17255 -0.223
C -0.22471 -0.82908 3.96234 -0.228
C -2.54165 -1.46867 3.91190 -0.208
C -1.27996 -1.32091 3.16626 0.016
N 0.19473 -0.37732 0.00012 -0.652
N 0.92977 1.12863 -1.85977 -0.180
C -1.11405 -1.73870 1.69639 -0.537
C 2.47691 3.09967 -1.67302 -0.623
C 3.42362 0.81135 -1.55428 -0.615
C 2.03444 1.70990 0.33236 -0.613
C 2.16646 1.70292 -1.19612 0.141
C -0.91348 0.04713 -4.69683 -0.661
C -1.64641 -1.40711 -2.36281 -0.651
S -1.81855 -1.37488 -4.15542 2.116
H -1.79399 -0.28124 7.03385 0.226
H 0.50035 -0.09823 5.88357 0.217
H -3.61358 -1.05379 5.68153 0.213
H 0.71103 -0.57780 3.43577 0.201
H -3.41679 -1.76419 3.27687 0.215
H 0.80530 -1.20854 0.11939 0.402
H -2.08976 -2.24046 1.53823 0.255
H -0.30730 -2.44823 1.69188 0.228
H 2.48491 3.06591 -2.77426 0.233
H 1.59400 3.74943 -1.44100 0.216
H 3.29418 3.58065 -1.22505 0.223
H 3.57909 0.76850 -2.58490 0.219
H 4.38780 1.26047 -1.08976 0.216
H 3.35493 -0.22226 -1.29045 0.204
H 2.68354 2.52321 0.76463 0.220
H 1.07593 2.02809 0.65317 0.226
H 2.27713 0.75714 0.77181 0.212
H -0.34634 -0.06773 -5.53919 0.267
H -1.58916 0.96698 -4.79306 0.268
H -1.24309 -2.38016 -2.02584 0.258
H -2.44107 -1.05799 -1.79011 0.269
```

Values from the calculation:
Relative energy (zero: lowest compared OMol25 entry of this formula, charge and spin) in eV: 5.765
Charge: 0

=====

This record from the OMol25 dataset describes an isolated molecule of C17H21N3O3S. The level of theory is ωB97M-V with the def2-TZVPD basis set.

XYZ file:
```
45
Properties=species:S:1:pos:R:3:nbo_charge:R:1
C -4.73965 0.31394 1.51194 -0.616
C -4.57988 -0.41115 0.17618 -0.213
N -4.24645 0.49697 -0.90103 -0.438
C -5.34610 1.09540 -1.63700 -0.220
C -5.82209 0.19167 -2.77034 -0.613
C -2.98623 0.88308 -1.19912 0.663
O -2.72752 1.70548 -2.05646 -0.610
C -1.89051 0.22791 -0.40263 -0.102
C -1.27539 0.93157 0.62626 -0.187
C -0.24177 0.34977 1.34142 -0.191
C 0.17206 -0.92494 1.01224 -0.335
S 1.51362 -1.68108 1.91549 2.322
O 1.31258 -3.09978 1.95489 -0.935
O 1.71198 -0.95780 3.13931 -0.936
N 2.79700 -1.40544 0.89043 -0.879
C 3.67893 -0.28975 1.13068 -0.251
C 3.85330 0.57900 -0.08693 -0.075
C 5.03024 1.28748 -0.29864 -0.177
C 5.14622 2.08722 -1.42335 -0.249
C 4.07525 2.14218 -2.30251 0.030
N 2.95284 1.47032 -2.11438 -0.404
C 2.84537 0.71533 -1.03777 0.035
C -0.40681 -1.62551 -0.02804 -0.191
C -1.44212 -1.04602 -0.74030 -0.155
H -5.48419 1.10264 1.43451 0.207
H -5.05635 -0.38842 2.27807 0.215
H -3.79494 0.75686 1.81633 0.211
H -3.80347 -1.17337 0.26822 0.214
H -5.51618 -0.90984 -0.08592 0.202
H -4.98174 2.03767 -2.05231 0.239
H -6.16432 1.30250 -0.94267 0.190
H -5.00856 0.01999 -3.47012 0.217
H -6.16368 -0.76848 -2.38896 0.198
H -6.64338 0.66557 -3.30067 0.214
H -1.60600 1.93237 0.86051 0.229
H 0.24048 0.86077 2.15943 0.244
H 3.21774 -2.24691 0.53781 0.419
H 4.65968 -0.62246 1.49249 0.204
H 3.21338 0.29051 1.93501 0.242
H 5.84360 1.21297 0.41013 0.212
H 6.04732 2.64922 -1.61414 0.219
H 4.11342 2.74711 -3.19848 0.193
H 1.90986 0.18363 -0.92331 0.199
H -0.04854 -2.61762 -0.25164 0.239
H -1.90468 -1.57748 -1.55899 0.220
```

Values from the calculation:
Relative energy (zero: lowest compared OMol25 entry of this formula, charge and spin) in eV: 2.369
Charge: 0

=====

This record from the OMol25 dataset describes an isolated molecule of C17H21N3O4S. The level of theory is ωB97M-V with the def2-TZVPD basis set.

XYZ file:
```
46
Properties=species:S:1:pos:R:3:nbo_charge:R:1
C -0.02041 -2.53587 -6.46411 -0.639
C 1.30337 -2.27525 -5.75288 -0.064
O 1.24570 -1.14963 -4.89402 -0.486
C 0.61714 -1.23215 -3.70000 0.323
C 0.09429 -2.39702 -3.13554 -0.269
C -0.50788 -2.34887 -1.89095 -0.151
C -0.59686 -1.15216 -1.21069 -0.387
S -1.35783 -1.14559 0.39938 2.321
O -1.41422 0.21536 0.87032 -0.969
O -2.56065 -1.91791 0.37202 -0.925
N -0.20755 -2.01451 1.26320 -0.849
C 0.84113 -1.14937 1.76833 -0.147
C 2.05976 -1.97273 2.18091 -0.603
C 0.29887 -0.38618 2.98574 0.682
O -0.44569 -0.93520 3.77134 -0.642
N 0.76317 0.86649 3.13781 -0.601
C 0.30794 1.73494 4.20202 -0.266
C -0.41532 2.95412 3.69293 0.189
C -1.31535 2.87572 2.63387 -0.259
C -1.95315 4.03673 2.22982 -0.162
C -1.67620 5.22372 2.89156 -0.265
C -0.75943 5.19183 3.93009 0.039
N -0.13975 4.09118 4.31908 -0.431
C -0.08469 0.01139 -1.75589 -0.162
C 0.52094 -0.02695 -2.99340 -0.263
H -0.31432 -1.65451 -7.02825 0.218
H 0.09114 -3.37178 -7.14891 0.219
H -0.80879 -2.76506 -5.75151 0.213
H 2.07258 -2.01296 -6.48428 0.198
H 1.63801 -3.16366 -5.20454 0.172
H 0.15179 -3.34201 -3.65111 0.216
H -0.92394 -3.23386 -1.43772 0.238
H -0.65726 -2.50118 2.03239 0.423
H 1.09821 -0.46070 0.95795 0.209
H 2.86565 -1.31599 2.49847 0.217
H 1.79354 -2.62889 3.00571 0.222
H 2.39633 -2.57826 1.34379 0.222
H 1.28489 1.29573 2.39040 0.397
H -0.36664 1.13348 4.82010 0.252
H 1.15437 2.05953 4.81575 0.217
H -1.50521 1.93458 2.14111 0.255
H -2.65903 4.01186 1.41244 0.218
H -2.15609 6.14793 2.60881 0.218
H -0.49983 6.08810 4.47894 0.191
H -0.18195 0.93326 -1.20409 0.240
H 0.92924 0.86233 -3.44640 0.231
```

Values from the calculation:
Relative energy (zero: lowest compared OMol25 entry of this formula, charge and spin) in eV: 2.152
Charge: 0

=====

The calculation returns the following largest force on an atom values, one per record and in order: 0.127; 0.137; 0.143; 0.017; 0.015 Eh/bohr.
The calculation returns the following electronic energy values, one per record and in order: -814.6976; -1960.6001; -1448.4525; -1448.5773; -1523.8302 Ha.
The calculation returns the following frontier orbital gap values, one per record and in order: 0.276; 0.274; 0.346; 0.364; 0.356 hartree.